[1]
DFT (wB97M-V/def2-TZVPD) results for a cluster of 2 separate species, C5H17N2O in total at a distorted geometry.

The molar mass comes out at 121.2 g/mol. The total energy is -385.1607 a.u. The HOMO-LUMO gap comes out at 8.424 eV. Its total charge is +1.

CARTESIAN COORDINATES (ANGSTROEM)
C 0.493094 -1.242319 1.128433
C 0.549474 0.265083 0.703321
C -0.734603 1.039348 0.488717
C -1.885572 0.565661 1.444639
C -3.278052 -0.916897 -0.077570
N -3.175747 0.244844 0.801282
N 1.351361 0.289072 -0.665112
H 0.405498 -1.153236 2.208731
H 1.356826 -1.722916 0.693869
H -0.449970 -1.683950 0.812964
H 1.159244 0.833306 1.401033
H -1.149847 0.946431 -0.525515
H -0.687419 2.119160 0.621269
H -1.592612 -0.192771 2.162202
H -2.228318 1.411934 2.050907
H -3.777361 -0.738276 -1.017669
H -2.285118 -1.341792 -0.185424
H -3.814931 -1.707861 0.458669
H -3.472270 1.154393 0.469929
H 1.343140 -0.649506 -1.047309
H 2.258022 0.752573 -0.747501
H 0.806508 0.855807 -1.321309
H 6.011676 0.002268 -3.944902
H 6.807228 0.686866 -2.916030
O 5.989738 0.182780 -2.997620

Forces on atoms 1 to 3 (eV/Å):
C -1.121 2.314 -0.175
C 0.942 -0.041 -0.658
C -1.617 -0.551 0.185

***

[2]
DFT (wB97M-V/def2-TZVPD) results for a cluster of 2 separate species, C5H17N2O in total at a distorted geometry.

The molar mass comes out at 121.2 g/mol. The total energy is -385.2139 a.u. The HOMO-LUMO gap comes out at 10.462 eV. Its total charge is +1.

CARTESIAN COORDINATES (ANGSTROEM)
C 0.254620 -0.352965 -2.013651
C 1.201921 0.256368 -0.964449
C 0.737592 1.639338 -0.454750
C -0.119913 1.678975 0.813932
C -1.549726 1.148733 0.758928
N -1.623491 -0.335493 0.757912
N -0.105372 -1.749353 -1.536816
H 0.606132 -0.513942 -3.021543
H -0.673646 0.202254 -2.082271
H 2.241208 0.266824 -1.316330
H 1.189469 -0.444836 -0.104919
H 1.544510 2.354542 -0.285451
H 0.272335 2.165393 -1.252586
H -0.239020 2.724347 1.038758
H 0.408378 1.291086 1.683875
H -2.045896 1.431105 1.683543
H -2.146377 1.505521 -0.038272
H -2.579516 -0.702018 0.894379
H -0.907777 -0.679151 1.394417
H 0.689164 -2.157983 -1.093799
H -0.425246 -2.337653 -2.265866
H -1.367454 -0.761646 -0.173843
H 1.955024 -1.609451 2.691230
H 1.443675 -2.952438 2.552413
O 1.239404 -2.067557 2.335160

Forces on atoms 1 to 3 (eV/Å):
C -0.276 -1.959 0.592
C -0.084 -0.008 0.320
C 0.753 -0.115 0.260

***

[3]
DFT (wB97M-V/def2-TZVPD) results for a cluster of 2 separate species, C5H17N2O in total at a distorted geometry.

The molar mass comes out at 121.2 g/mol. The total energy is -385.2275 a.u. The HOMO-LUMO gap comes out at 11.288 eV. Its total charge is +1.

CARTESIAN COORDINATES (ANGSTROEM)
N 0.404586 -0.741538 0.583064
C 0.664006 -0.194564 -0.789460
C -0.615620 0.091683 -1.595683
C -1.977449 -0.162221 -0.931416
C -2.233103 -1.621676 -0.526085
C 1.536069 1.028834 -0.549014
N 2.838108 0.553165 -0.048892
H -0.078346 -1.643270 0.545448
H 1.307546 -0.986129 1.005647
H -0.101711 -0.090435 1.192039
H 1.278654 -0.931431 -1.278017
H -0.599007 -0.522811 -2.500765
H -0.558219 1.127835 -1.916773
H -2.722604 0.141724 -1.647620
H -2.064169 0.436913 -0.024149
H -2.061205 -1.820058 0.538386
H -1.675156 -2.321193 -1.149774
H -3.281542 -1.895021 -0.547078
H 1.608944 1.654831 -1.448997
H 1.021351 1.717302 0.135725
H 3.442718 0.455729 -0.863695
H 3.295666 1.309118 0.451953
H -1.353918 1.418542 3.037680
H 0.043344 1.400624 3.566189
O -0.543110 0.896561 2.975683

Forces on atoms 1 to 3 (eV/Å):
N 0.298 -1.210 -0.028
C -0.280 0.718 -0.007
C -0.151 -0.407 -0.010

***

[4]
DFT (wB97M-V/def2-TZVPD) results for a cluster of 3 separate species, C5H17N2O in total at a distorted geometry.

The molar mass comes out at 121.2 g/mol. The total energy is -384.8937 a.u. The HOMO-LUMO gap comes out at 3.035 eV. Its total charge is +1.

CARTESIAN COORDINATES (ANGSTROEM)
C -2.373162 -1.726187 -1.211271
C -2.785120 -0.327499 -1.065237
C -2.843467 0.002925 0.388827
C -1.538972 0.298851 1.067207
C 0.217892 2.055502 1.169635
N -0.812241 1.395702 0.386273
N 7.843296 -0.968438 0.285781
H -2.273914 -1.872186 -2.297525
H -1.368527 -1.842045 -0.830240
H -3.074838 -2.514434 -0.849216
H -3.699010 -0.180500 -1.631087
H -3.470084 0.910586 0.497543
H -3.337792 -0.827582 0.928090
H -0.951159 -0.633267 0.995018
H -1.684008 0.526357 2.123089
H 0.786203 2.676332 0.441503
H 0.937580 1.326723 1.607247
H -0.159110 2.723779 1.967586
H -0.379889 1.031261 -0.475929
H -1.999239 0.304952 -1.511557
H 7.066685 -0.870461 -0.408839
H 7.446066 -1.564318 1.183368
H 0.880988 0.297187 -1.923663
H 7.318874 -0.210878 0.462433
O 0.252955 -0.012351 -1.299042

Forces on atoms 1 to 3 (eV/Å):
C 0.339 -1.892 -1.802
C 0.510 0.725 -0.111
C -2.423 0.841 0.264